No. 1
14
Properties=species:S:1:pos:R:3:forces:R:3:lowdin_charge:R:1 method="wB97M-V/def2-TZVPD" smiles="O=[N+]([O-])[C@@H]1C=NCC1" energy_ha=-415.87016 e_homo_ev=-10.532 e_lumo_ev=0.28
C 0.287768 0.161673 -1.334124 0.066 -0.672 0.552 -0.0946
C 0.230636 0.022704 1.046670 -0.130 2.398 0.176 -0.1196
C 1.570332 -0.417693 0.372385 -0.155 -0.656 2.446 -0.1960
C -0.559389 0.682985 -0.109990 2.001 -4.358 -0.859 -0.1224
N 1.280968 -0.551904 -1.051116 1.234 0.395 1.006 0.0583
N -1.858212 -0.066791 -0.323101 0.556 1.341 0.322 -0.4030
O -2.603799 0.443862 -1.103420 -1.213 0.643 -1.103 0.0935
O -2.028815 -1.110376 0.231914 -0.280 -0.989 0.432 0.0964
H 0.148965 0.227786 -2.392194 -1.192 0.610 -0.473 0.1149
H -0.294189 -0.800058 1.457259 -0.525 -1.035 -0.277 0.0810
H 0.171909 0.718774 1.927804 1.092 -0.286 -0.853 0.1282
H 2.357159 0.343078 0.562847 -0.308 -0.515 -0.505 0.1170
H 1.893157 -1.362311 0.914207 -0.106 0.927 -1.193 0.1247
H -0.596490 1.708271 -0.199140 -1.039 2.198 0.330 0.1216

No. 2
14
Properties=species:S:1:pos:R:3:forces:R:3:lowdin_charge:R:1 method="wB97M-V/def2-TZVPD" energy_ha=-415.78550 e_homo_ev=-7.238 e_lumo_ev=-0.23
C 1.208517 -0.066964 -0.102760 -2.588 -2.729 0.676 -0.3478
C 0.417731 1.060774 -0.188159 -0.075 4.277 1.259 -0.0447
C -0.905306 0.723754 -0.135219 -2.185 1.789 0.398 -0.4359
C 0.239040 -1.185648 0.022272 0.383 -1.888 0.135 0.0011
H 3.094157 -0.830670 -0.074073 -0.816 -0.099 0.474 0.0982
H 3.196392 0.668630 -0.240226 -0.073 2.368 -0.968 0.0611
H 0.752291 2.147672 0.160643 -0.635 -2.544 -1.305 0.1656
H -2.913107 1.248263 -0.782093 3.702 1.309 4.211 0.3172
H -2.477761 -1.035835 0.894495 -0.117 -1.292 -3.244 0.1968
H 0.108644 -2.402548 0.376446 1.187 3.875 -1.487 0.1712
N 2.560492 0.023702 0.110154 1.317 -3.661 0.841 0.0785
N -1.049947 -0.597207 -0.143573 2.923 -0.751 0.046 -0.2049
O -1.995413 1.532787 0.215997 -2.638 -2.085 -5.143 -0.0660
O -2.235728 -1.286716 -0.113907 -0.384 1.431 4.106 0.0097

No. 3
16
Properties=species:S:1:pos:R:3:forces:R:3:mulliken_spin:R:1 method="wB97M-V/def2-TZVPD" spin_multiplicity=3 energy_ha=-889.18085 e_homo_ev="-7.027 / -8.966" e_lumo_ev="0.72 / -2.93"
C 0.450837 0.663863 0.100246 0.881 2.446 1.107 0.2020
C -0.457818 -0.392086 0.142674 -0.805 0.736 -0.692 0.4897
C 2.674101 1.586319 -0.062627 3.324 -0.116 0.479 0.0135
C -1.374552 -2.443804 -0.093448 -1.414 -0.890 0.579 0.0185
N -0.170330 1.893960 0.113802 4.115 -0.584 -0.327 0.2404
N -1.440966 1.895478 0.027870 -1.102 0.906 -1.229 0.6098
O -3.067229 -0.107031 -0.502318 -1.933 -0.427 -2.590 0.0658
O 1.773768 0.526058 0.258553 -1.220 -0.471 -1.309 0.0835
O -0.311912 -1.648226 0.482886 0.201 -0.531 -1.082 0.0778
S -2.005613 0.364907 0.314417 -0.130 -0.954 4.153 0.1920
H 3.743802 1.214584 0.298967 -2.294 0.335 -1.000 0.0006
H 2.509269 2.388496 0.626979 -0.472 0.854 -0.143 -0.0002
H 2.808424 1.922134 -1.152446 -0.946 -0.795 1.569 0.0033
H -1.106491 -3.429906 0.332458 -0.498 0.222 -1.160 0.0018
H -1.663591 -2.293204 -1.187071 1.692 -0.477 1.005 -0.0058
H -2.361702 -2.141540 0.299060 0.600 -0.252 0.641 0.0074

No. 4
16
Properties=species:S:1:pos:R:3:forces:R:3:lowdin_charge:R:1 method="wB97M-V/def2-TZVPD" smiles="NC1(N)OC(=O)CC(=O)O1" energy_ha=-566.53365 e_homo_ev=-10.339 e_lumo_ev=0.52
C -0.832543 -0.067495 -0.150142 -2.441 0.603 -1.759 -0.6304
C 1.155572 -1.282901 -0.277694 1.137 0.754 0.349 -0.4844
C 1.769870 -0.000439 0.265652 -0.021 0.087 -0.107 0.0288
C 1.125031 1.259501 -0.269528 -0.400 -0.529 0.374 -0.4614
H -1.345897 0.847277 1.595439 0.159 0.432 -0.341 0.1120
H -1.551048 -0.746919 1.618968 0.135 -0.262 -0.372 0.1159
H -2.754700 0.625435 -0.703749 0.296 0.349 0.296 0.0847
H -2.020916 -0.364509 -1.836724 -0.053 0.338 1.284 0.1147
H 1.594317 -0.114910 1.351558 0.357 0.512 -0.396 0.1489
H 2.831484 0.107019 0.007077 -0.322 -0.520 0.349 0.1477
N -0.967603 -0.013496 1.235242 0.220 -0.449 1.837 0.1563
N -2.125661 -0.150716 -0.819364 1.007 -1.262 -1.365 0.1258
O -0.139884 -1.236901 -0.582713 -1.149 0.787 0.148 0.1260
O 1.771491 -2.285804 -0.395401 0.462 -0.923 -0.245 0.1607
O 1.687646 2.284339 -0.465568 0.346 0.457 -0.079 0.1565
O -0.197152 1.140521 -0.573057 0.266 -0.374 0.026 0.0980